C20H44NO2P3Ti as an isolated structure at a distorted geometry. Source: the Open Molecules 2025 dataset; level of theory: ωB97M-V with the def2-TZVPD basis set.

```
! RIJCOSX wB97M-V def2-TZVPD def2/J DEFGRID3
* xyz 3 2
Ti 0.07731 -0.05597 -0.45773
P -0.26844 -2.45946 0.79386
P -1.70905 -0.65190 -2.20390
P -1.67880 0.50709 1.64639
H 3.46206 2.72633 1.77801
C 3.04484 2.40604 2.73470
C 3.21508 1.16574 3.25029
H 3.80384 0.40277 2.73941
C 0.86351 -3.67389 0.01993
C -1.87187 -3.35514 0.75816
C 0.20540 -2.46994 2.56922
C -1.56486 0.47502 -3.63174
C -1.50230 -2.29000 -2.99288
C -3.48609 -0.63339 -1.75549
C -0.69800 1.05573 3.06573
C -2.85362 -0.63540 2.32697
C -2.70438 1.90919 1.21818
H 2.54529 3.22269 3.29146
H 2.89104 0.89501 4.26238
H 1.90646 -3.44847 0.29427
H 0.76106 -3.64870 -1.07670
H 0.55702 -4.65804 0.40678
H -2.42085 -3.13450 -0.16970
H -2.48114 -3.06276 1.62191
H -1.61690 -4.42468 0.81380
H 0.94251 -1.67688 2.77298
H 0.65237 -3.45843 2.75654
H -0.67433 -2.31733 3.20883
H -2.16148 1.38324 -3.46585
H -1.91059 -0.02800 -4.54752
H -0.50842 0.76030 -3.75195
H -2.29380 -2.40406 -3.75098
H -1.57595 -3.09082 -2.24396
H -0.51934 -2.33977 -3.47923
H -4.06378 -1.09836 -2.56940
H -3.81573 0.40723 -1.61753
H -3.64662 -1.19228 -0.82340
H -1.38747 1.65361 3.66104
H 0.17252 1.65901 2.77650
H -0.35357 0.18861 3.63860
H -3.55812 -0.02378 2.92401
H -2.39853 -1.37238 2.99599
H -3.42689 -1.14866 1.54917
H -3.41625 1.99640 2.05856
H -3.26755 1.71218 0.29544
H -2.14821 2.84804 1.11551
C 0.04372 2.85827 -0.61007
C -0.59819 3.53312 -1.65385
C -1.12015 4.76472 -1.37781
C -0.87316 5.41853 -0.17701
C -0.05241 4.79143 0.75761
C 0.42909 3.48401 0.60516
O 0.30455 1.62078 -0.97225
H -0.59537 0.33955 0.90454
H -0.70593 2.89815 -2.54835
H -1.79990 5.13936 -2.12803
H -1.28469 6.41799 0.03594
H 0.14536 5.36878 1.66919
H 1.14667 3.03399 1.33749
C 4.30782 -1.24035 -0.45441
N 3.71375 -1.36095 -1.79162
C 4.43979 -2.04250 -2.85159
C 2.40998 -1.15191 -1.95245
O 1.69721 -0.79154 -0.95098
H 5.36741 -1.49394 -0.56424
H 3.85665 -1.93613 0.27281
H 4.20145 -0.22466 -0.05076
H 4.03818 -3.05381 -3.02928
H 4.34660 -1.48731 -3.79388
H 5.48805 -2.12840 -2.54761
H 1.97614 -1.37839 -2.93520
*
```

Properties
LUMO (spin up / spin down) in eV: -9.460 / -10.352
E_tot in eV: -77994.2649
Relative energy (zero: lowest compared OMol25 entry of this formula, charge and spin) in eV: 2.112
Largest force on an atom in Eh/bohr: 0.0962
HOMO (spin up / spin down) in eV: -16.440 / -16.450
Frontier orbital gap (spin up / spin down) in eV: 6.979 / 6.098

***

An isolated ion of composition C5H14N9 and charge +1 at a distorted geometry. Source: the Open Molecules 2025 dataset; level of theory: ωB97M-V with the def2-TZVPD basis set.

```
! RIJCOSX wB97M-V def2-TZVPD def2/J DEFGRID3
* xyz 1 1
N 1.44851 -1.70270 1.20054
C 0.18228 -1.54082 1.35276
N -0.49643 -1.84132 2.42874
N -0.53293 -0.98350 0.41648
N -1.77833 -0.39054 0.92298
C -0.11180 -0.50879 -0.87105
N 1.06277 -1.41630 -1.37327
N -1.27791 -0.39949 -1.81512
C -1.39644 0.88868 -2.09182
N -0.52590 1.66198 -1.66307
C 0.28665 0.92932 -0.73888
C 1.61271 1.52394 -0.46636
N 0.58318 1.52970 0.54257
N -0.12288 2.60456 1.03808
H 2.01027 -2.33169 1.76588
H 1.78032 -1.53822 0.21828
H -1.35701 -1.32098 2.50064
H 0.00356 -2.23496 3.22144
H -2.55415 -0.33897 0.31507
H -1.42115 0.63065 0.95794
H 0.79852 -2.36753 -1.76982
H 1.67844 -0.89936 -2.05583
H -2.01509 -1.04764 -1.95980
H -2.28584 1.25187 -2.61128
H 2.45425 0.93140 -0.22780
H 1.84586 2.44479 -1.04392
H 0.63569 3.21373 1.51761
H -0.50715 3.25219 0.28902
*
```

Properties
LUMO in eV: -2.503
E_tot in eV: -18813.9440
Largest force on an atom in Eh/bohr: 0.0912
HOMO in eV: -12.052
Frontier orbital gap in eV: 9.549

***

C35H57ClCrF3N3O10P2S2Te as an isolated structure at a distorted geometry. Source: the Open Molecules 2025 dataset; level of theory: ωB97M-V with the def2-TZVPD basis set.

```
! RIJCOSX wB97M-V def2-TZVPD def2/J DEFGRID3
* xyz 0 5
Cr 1.36617 1.24482 0.03407
C -2.68992 -0.04250 -5.73128
C -1.95737 1.02412 -4.93425
C -2.89544 2.02025 -4.27358
O -1.04691 0.43559 -3.97548
P -1.31306 -0.20781 -2.56899
O -1.36435 0.57057 -1.32784
C -0.14502 -1.61418 -2.61616
P 0.29887 -2.17549 -0.95968
O 0.54669 -1.19697 0.11118
O -0.92120 -3.17345 -0.70846
C -1.00066 -3.91624 0.53907
C -1.67148 -5.23959 0.22559
C -1.75741 -3.11863 1.58402
O 1.59605 -3.09592 -1.06922
C 1.64645 -4.28371 -1.89086
C 2.25423 -5.39598 -1.05794
C 2.45855 -3.99758 -3.14163
O -2.74507 -0.91990 -2.80160
C -3.56515 -1.28166 -1.67032
C -4.66277 -0.24783 -1.49171
C -4.10009 -2.67962 -1.91607
H -3.24130 0.44250 -6.53729
H -3.38317 -0.59310 -5.09995
H -1.97956 -0.74261 -6.17233
H -1.28248 1.55850 -5.60397
H -3.48954 1.52598 -3.50513
H -3.56269 2.45370 -5.01808
H -2.30470 2.81189 -3.81249
H 0.76514 -1.29930 -3.12438
H -0.63621 -2.41715 -3.16271
H 0.01936 -4.09444 0.89454
H -2.69361 -5.06876 -0.11412
H -1.69722 -5.85831 1.12216
H -1.13042 -5.77460 -0.55608
H -2.77026 -2.90089 1.24209
H -1.24858 -2.17959 1.78765
H -1.81344 -3.69163 2.50969
H 0.62361 -4.56088 -2.16595
H 3.26048 -5.11645 -0.74371
H 2.30520 -6.31282 -1.64470
H 1.65492 -5.58185 -0.16661
H 3.45833 -3.66304 -2.86102
H 1.99192 -3.21535 -3.73930
H 2.54140 -4.89886 -3.74842
H -2.93625 -1.28196 -0.77637
H -5.25571 -0.15816 -2.40430
H -4.21982 0.72231 -1.25990
H -5.32106 -0.54381 -0.67338
H -4.68403 -2.70306 -2.83764
H -4.73851 -2.98732 -1.08692
H -3.26892 -3.37819 -2.00313
C 3.73476 0.62582 8.08869
C 3.20568 0.79668 6.68957
C 4.00583 1.27938 5.66389
C 3.49049 1.55866 4.40098
C 4.41515 2.10009 3.34107
C 2.12401 1.36549 4.15161
Te 1.18444 2.27163 2.44102
C 1.33207 0.76979 5.14207
C -0.11594 0.42542 4.89911
C 1.88197 0.50086 6.39117
H 4.79944 0.85167 8.13540
H 3.57821 -0.39207 8.44991
H 3.21360 1.29928 8.77156
H 5.05545 1.47602 5.85892
H 5.45778 1.96879 3.63337
H 4.22393 3.16276 3.17993
H 4.24885 1.60246 2.38645
H -0.28608 0.15801 3.85767
H -0.75350 1.28746 5.10951
H -0.42301 -0.39990 5.54269
H 1.24690 0.07360 7.16162
C 0.12024 5.33411 -0.86403
S -0.18356 4.11122 0.42470
O 0.07732 2.77932 -0.25151
C -1.96828 4.13053 0.48278
C -2.56148 4.05751 1.73473
C -3.93671 3.89630 1.82727
C -4.70300 3.79752 0.67430
C -4.09798 3.86040 -0.57643
C -2.72511 4.01243 -0.67531
H -0.30535 4.99209 -1.80170
H 1.20311 5.37434 -0.97060
H -0.28651 6.28741 -0.53311
H -1.94162 4.09871 2.62224
H -4.40758 3.82569 2.79912
H -5.77296 3.65086 0.74728
H -4.69644 3.78410 -1.47522
H -2.24292 4.00655 -1.64454
Cl 5.94725 -0.99075 -2.14567
C 4.93719 -0.86347 -0.74611
C 5.20926 -1.60939 0.38729
C 4.34303 -1.45659 1.45824
C 3.25868 -0.61298 1.34646
N 2.99126 0.10206 0.24275
C 3.84828 -0.01527 -0.78350
H 6.06047 -2.27407 0.42396
H 4.50909 -1.99112 2.38269
H 2.55763 -0.49750 2.16324
H 3.64960 0.58148 -1.66038
F 1.78481 2.05093 -5.18957
C 2.51303 2.32998 -4.10245
F 3.07985 3.52387 -4.28756
F 3.49626 1.41465 -4.02518
S 1.49907 2.30880 -2.54373
O 0.33780 3.05130 -2.93450
O 2.42285 2.91955 -1.60240
O 1.37243 0.86409 -2.29856
N -3.00921 0.26932 1.84985
N -1.65850 0.71347 1.65884
H -3.43930 -0.01010 0.97136
H -3.53331 1.05221 2.21729
H -1.57473 1.26572 0.80931
H -1.08797 -0.10823 1.49504
*
```

Properties
LUMO (spin up / spin down) in eV: 0.335 / 0.176
E_tot in eV: -158809.4690
Largest force on an atom in Eh/bohr: 0.0470
HOMO (spin up / spin down) in eV: -6.125 / -6.383
Frontier orbital gap (spin up / spin down) in eV: 6.460 / 6.559